Formula: C30H45Br2IrN6O3P
Source: OMol25
Level of theory: the ωB97M-V functional and the def2-TZVPD basis

Atoms and positions in Å:
Ir1 -0.096 -0.351 -0.127
C1 4.154 -0.860 0.569
C2 2.764 -1.013 0.609
N1 1.946 -0.109 0.091
C3 2.486 0.991 -0.484
C4 3.850 1.230 -0.571
C5 4.700 0.254 -0.024
C6 4.295 2.443 -1.213
C7 3.404 3.330 -1.708
C8 1.985 3.093 -1.598
C9 0.990 3.968 -2.067
C10 -0.335 3.638 -1.897
C11 -0.674 2.429 -1.282
N2 0.251 1.587 -0.844
C12 1.555 1.921 -0.991
H1 4.781 -1.622 1.010
H2 2.304 -1.873 1.078
H3 5.774 0.389 -0.070
H4 5.359 2.627 -1.288
H5 3.738 4.235 -2.197
H6 1.274 4.893 -2.553
H7 -1.123 4.295 -2.236
H8 -1.707 2.143 -1.136
Br1 -0.470 2.808 2.416
C13 0.115 1.778 3.930
Br2 0.776 0.036 3.436
H9 -0.729 1.639 4.592
H10 0.921 2.315 4.410
N3 0.405 -2.170 -0.823
C14 0.870 -2.790 -1.689
N4 1.379 -3.478 -2.662
C15 0.486 -4.253 -3.559
C16 0.361 -5.661 -3.007
O1 1.638 -6.252 -2.861
C17 2.476 -5.535 -1.977
C18 2.704 -4.124 -2.489
H11 0.964 -4.274 -4.537
H12 -0.479 -3.754 -3.642
H13 -0.203 -6.290 -3.692
H14 -0.157 -5.634 -2.037
H15 3.416 -6.079 -1.914
H16 2.021 -5.492 -0.977
H17 3.175 -4.148 -3.471
H18 3.317 -3.532 -1.810
C19 -3.088 -2.814 -1.698
C20 -4.039 -2.193 -0.656
C21 -4.611 -0.903 -1.262
C22 -5.184 -3.169 -0.350
P1 -3.046 -1.689 0.864
N5 -1.721 -0.852 0.387
C23 -3.981 -0.462 1.943
C24 -3.935 0.929 1.285
C25 -5.431 -0.888 2.190
C26 -3.231 -0.348 3.277
C27 -2.459 -3.199 1.829
C28 -1.971 -4.259 0.830
C29 -3.589 -3.786 2.682
C30 -1.254 -2.826 2.703
H19 -3.519 -2.652 -2.689
H20 -2.968 -3.884 -1.565
H21 -2.105 -2.342 -1.689
H22 -5.046 -1.148 -2.233
H23 -3.837 -0.153 -1.428
H24 -5.405 -0.477 -0.656
H25 -5.752 -3.326 -1.270
H26 -5.879 -2.791 0.396
H27 -4.823 -4.143 -0.028
H28 -4.623 1.029 0.452
H29 -2.931 1.179 0.946
H30 -4.224 1.666 2.037
H31 -6.041 -0.836 1.291
H32 -5.864 -0.192 2.912
H33 -5.515 -1.887 2.614
H34 -2.174 -0.126 3.121
H35 -3.322 -1.238 3.892
H36 -3.676 0.478 3.836
H37 -2.788 -4.726 0.288
H38 -1.475 -5.045 1.403
H39 -1.249 -3.853 0.123
H40 -4.480 -4.019 2.104
H41 -3.871 -3.142 3.511
H42 -3.226 -4.723 3.112
H43 -0.491 -2.303 2.128
H44 -0.817 -3.754 3.078
H45 -1.513 -2.219 3.564
O2 0.479 -0.221 -3.442
N6 -0.704 -0.114 -3.467
O3 -1.508 -0.057 -2.583

Summary:
E_tot: -7317.481404 Eh
Net charge: +2
Spin multiplicity: 2

=====

Formula: C37H38F6N3O3Ru
Source: OMol25
Level of theory: the ωB97M-V functional and the def2-TZVPD basis

Atoms and positions in Å:
Ru1 -0.265 0.134 -0.136
C1 -0.406 -4.183 0.080
C2 -1.757 -3.588 -0.233
C3 -2.668 -4.373 -0.974
C4 -3.908 -3.836 -1.406
C5 -4.247 -2.570 -1.098
C6 -3.410 -1.665 -0.233
C7 -3.520 0.935 -0.196
C8 -2.089 -2.311 0.122
N1 -1.129 -1.477 0.765
C9 -0.500 -1.932 1.904
O1 -0.885 -2.792 2.665
C10 0.861 -1.290 2.112
C11 1.763 -1.607 3.101
C12 2.988 -0.945 3.100
C13 3.290 0.000 2.121
C14 2.339 0.257 1.162
N2 1.183 -0.388 1.195
C15 2.475 1.205 -0.008
O2 3.506 1.831 -0.152
N3 1.377 1.196 -0.837
C16 1.633 1.880 -2.080
C17 1.486 3.264 -2.152
C18 0.955 4.030 -0.978
C19 1.878 3.917 -3.317
C20 2.384 3.210 -4.396
C21 2.492 1.830 -4.319
C22 2.128 1.149 -3.158
C23 2.326 -0.343 -3.076
H1 -0.187 -4.997 -0.610
H2 -0.366 -4.573 1.099
H3 0.391 -3.441 -0.011
H4 -2.390 -5.383 -1.249
H5 -4.578 -4.447 -2.001
H6 -5.199 -2.159 -1.425
H7 -4.561 0.866 0.133
H8 -3.917 -0.301 -1.849
H9 -2.952 0.972 0.734
H10 1.492 -2.347 3.842
H11 3.717 -1.170 3.868
H12 4.230 0.534 2.086
H13 0.103 3.525 -0.529
H14 0.649 5.035 -1.275
H15 1.723 4.126 -0.204
H16 1.792 4.997 -3.367
H17 2.689 3.731 -5.296
H18 2.885 1.268 -5.159
H19 2.251 -0.797 -4.065
H20 1.597 -0.821 -2.423
H21 3.315 -0.582 -2.676
C24 -2.030 1.848 -5.286
C25 -1.350 2.563 -4.106
C26 -1.568 4.065 -4.228
C27 -1.829 1.944 -2.808
C28 -2.708 2.666 -1.956
C29 -3.367 2.269 -0.837
C30 -3.195 -0.301 -1.025
C31 -4.189 -1.469 1.092
C32 -1.823 -0.326 -1.685
C33 -1.356 0.631 -2.566
H22 -1.638 2.226 -6.233
H23 -3.109 2.025 -5.268
H24 -1.866 0.769 -5.258
H25 -0.277 2.364 -4.172
H26 -2.632 4.313 -4.291
H27 -1.094 4.423 -5.144
H28 -1.131 4.615 -3.392
H29 -2.832 3.712 -2.207
H30 -3.888 3.059 -0.308
H31 -4.335 -2.447 1.550
H32 -5.172 -1.028 0.915
H33 -3.637 -0.845 1.797
H34 -1.502 -1.338 -1.925
H35 -0.557 0.307 -3.228
C34 0.589 2.733 2.677
C35 -0.831 2.242 2.392
O3 -0.956 1.441 1.288
C36 -1.354 1.463 3.621
F1 -2.606 1.028 3.454
F2 -0.585 0.376 3.823
F3 -1.316 2.171 4.754
C37 -1.733 3.492 2.192
F4 -1.793 4.276 3.276
F5 -2.993 3.167 1.873
F6 -1.257 4.245 1.190
H36 1.193 1.911 3.058
H37 0.604 3.538 3.412
H38 1.022 3.093 1.745

Summary:
E_tot: -2516.771231 Eh
Spin multiplicity: 6

=====

Formula: C3H3NS2
Source: OMol25
Level of theory: the ωB97M-V functional and the def2-TZVPD basis

Atoms and positions in Å:
C1 0.567 0.343 -0.239
C2 1.007 0.413 1.027
C3 -1.504 -0.810 -0.717
N1 -0.672 0.121 -0.863
S1 -2.288 -2.056 -0.296
S2 0.231 0.156 2.550
H1 1.179 0.640 -0.982
H2 2.163 0.363 1.180
H3 -0.683 0.830 -1.661

Summary:
E_tot: -967.091875 Eh

=====

Formula: C34H90N6O12
Source: OMol25
Level of theory: the ωB97M-V functional and the def2-TZVPD basis

Atoms and positions in Å:
C1 0.812 4.804 -2.133
C2 -0.306 3.876 -1.500
C3 -1.529 4.703 -1.304
O1 -2.640 3.844 -0.922
C4 -3.682 4.703 -0.340
N1 -0.667 2.857 -2.465
H1 1.285 5.487 -1.393
H2 0.263 5.367 -2.891
H3 1.538 4.230 -2.660
H4 0.041 3.578 -0.472
H5 -1.864 5.080 -2.262
H6 -1.381 5.475 -0.598
H7 -4.212 5.165 -1.152
H8 -3.206 5.408 0.357
H9 -4.386 4.125 0.262
H10 -1.362 2.244 -2.018
H11 0.147 2.190 -2.701
C5 -1.747 0.342 2.975
C6 -1.387 1.327 1.834
C7 -0.146 0.810 1.180
O2 -0.446 -0.432 0.524
C8 0.340 -0.590 -0.722
N2 -2.479 1.469 0.904
H12 -1.600 -0.742 2.669
H13 -2.834 0.395 3.228
H14 -1.145 0.508 3.888
H15 -1.221 2.261 2.383
H16 0.623 0.742 1.890
H17 0.163 1.480 0.379
H18 0.064 -1.519 -1.163
H19 1.426 -0.504 -0.529
H20 0.041 0.175 -1.443
H21 -2.664 2.351 0.428
H22 -2.449 0.688 0.207
C9 0.672 5.574 1.686
O3 -0.333 5.626 2.596
C10 -0.059 6.320 3.782
C11 0.326 5.369 4.872
N3 1.647 4.747 4.458
C12 2.345 4.046 5.549
C13 3.638 3.451 5.032
O4 3.302 2.472 3.997
C14 4.389 2.059 3.163
H23 0.385 4.918 0.851
H24 1.569 5.218 2.138
H25 0.697 6.613 1.329
H26 -0.898 6.991 3.991
H27 0.784 7.041 3.668
H28 -0.456 4.591 4.941
H29 0.513 5.872 5.883
H30 1.528 4.137 3.634
H31 1.756 3.254 6.073
H32 2.584 4.845 6.385
H33 4.322 3.043 5.859
H34 4.221 4.317 4.625
H35 4.871 1.189 3.563
H36 5.176 2.766 3.084
H37 4.093 1.798 2.138
C15 -3.206 3.066 -5.053
O5 -3.666 1.876 -4.415
C16 -4.402 2.205 -3.245
C17 -5.062 0.968 -2.624
N4 -3.965 0.098 -2.169
C18 -4.361 -1.162 -1.612
C19 -3.202 -2.087 -1.422
O6 -2.474 -2.171 -2.693
C20 -1.550 -3.228 -2.586
H38 -2.755 2.796 -5.981
H39 -2.537 3.687 -4.453
H40 -4.044 3.688 -5.360
H41 -5.100 2.995 -3.480
H42 -3.712 2.546 -2.451
H43 -5.780 0.530 -3.262
H44 -5.608 1.248 -1.758
H45 -3.276 0.033 -2.913
H46 -5.149 -1.581 -2.346
H47 -4.892 -0.966 -0.655
H48 -3.430 -3.083 -1.028
H49 -2.510 -1.657 -0.636
H50 -2.061 -4.165 -2.532
H51 -0.922 -3.206 -1.720
H52 -0.943 -3.223 -3.515
C21 2.288 -9.696 -1.618
O7 2.681 -9.000 -0.447
C22 2.693 -9.616 0.819
C23 2.402 -8.522 1.813
N5 1.056 -8.087 1.636
C24 0.485 -7.166 2.677
C25 -0.965 -6.764 2.477
O8 -1.056 -5.788 1.410
C26 -2.457 -5.666 1.104
H53 1.325 -9.279 -1.967
H54 2.124 -10.822 -1.513
H55 3.023 -9.614 -2.439
H56 3.701 -10.064 0.982
H57 2.007 -10.447 0.969
H58 3.171 -7.753 1.690
H59 2.483 -9.069 2.908
H60 0.966 -7.569 0.675
H61 1.107 -6.335 2.893
H62 0.479 -7.864 3.523
H63 -1.332 -6.298 3.374
H64 -1.537 -7.667 2.228
H65 -2.640 -5.003 0.273
H66 -2.894 -5.361 2.027
H67 -2.786 -6.692 0.891
C27 -0.076 0.091 -4.840
O9 1.168 0.385 -4.181
C28 1.962 1.383 -4.762
C29 3.215 1.461 -3.914
N6 2.854 1.779 -2.539
C30 3.792 2.492 -1.759
C31 5.040 1.761 -1.453
O10 4.851 0.604 -0.650
C32 6.002 -0.007 -0.164
H68 -0.265 -0.961 -4.814
H69 -0.004 0.435 -5.823
H70 -0.875 0.727 -4.415
H71 1.481 2.386 -4.738
H72 2.263 1.017 -5.805
H73 3.808 2.231 -4.342
H74 3.901 0.556 -4.035
H75 2.333 1.031 -2.067
H76 3.355 2.963 -0.832
H77 4.135 3.366 -2.375
H78 5.741 2.416 -0.921
H79 5.488 1.360 -2.374
H80 5.723 -0.716 0.589
H81 6.689 0.662 0.379
H82 6.367 -0.585 -0.964
C33 -5.726 0.751 3.083
O11 -5.281 1.626 1.983
H83 -6.765 0.675 2.760
H84 -5.291 -0.256 2.965
H85 -5.632 1.145 4.132
H86 -4.364 1.423 1.828
C34 2.340 -4.821 0.686
O12 1.140 -5.060 0.000
H87 3.058 -4.769 -0.121
H88 2.378 -3.903 1.318
H89 2.606 -5.661 1.318
H90 0.409 -5.212 0.637

Summary:
E_tot: -2580.470832 Eh
SMILES: COC[C@H](C)N.COC[C@H](C)N.COCCNCCOC.COCCNCCOC.COCCNCCOC.COCCNCCOC.CO.CO